(1)
H17NO7 | ωB97M-V/def2-TZVPD

Last column: Mulliken charge in e.
CARTESIAN COORDINATES (ANGSTROEM)
N -1.1731 -1.2430 -1.8653  -0.7376
H -1.1201 -0.7216 -1.0356  0.3007
H -2.1350 -1.3733 -2.0665  0.2175
H -0.7137 -2.0624 -1.7784  0.2190
O 0.1715 1.1120 -2.4542  -0.6911
H 0.7410 1.4395 -3.1739  0.3047
H -0.3082 0.3689 -2.8115  0.3630
O -0.0897 -4.1792 0.0752  -0.6242
H -0.7755 -4.5864 0.6138  0.3198
H 0.4473 -4.9078 0.0124  0.2952
O -1.4321 2.2154 0.4871  -0.7300
H -1.1881 2.4130 -0.3486  0.2629
H -0.6477 2.8363 0.8591  0.3831
O 1.7927 1.2717 -0.4235  -0.7489
H 1.5286 0.4975 0.1007  0.3644
H 1.2437 1.1385 -1.1787  0.4126
O -1.6683 -0.3590 1.3871  -0.6700
H -1.9738 -0.3209 2.2889  0.3228
H -1.6504 0.7000 1.3900  0.3641
O 1.1697 -1.7416 1.5727  -0.6598
H 0.8444 -2.6042 1.2406  0.3607
H 0.2234 -1.3774 1.5653  0.3272
O 1.3450 3.1528 1.2191  -0.6901
H 1.4187 2.5291 0.5460  0.4496
H 1.9658 2.9553 1.9257  0.2844

Summary:
- SMILES = N.O.O.O.O.O.O.O
- HOMO-LUMO gap (eV) = 10.7117
- total energy (eV) = -16098.2351
- HOMO (eV) = -10.352
- LUMO level (eV) = 0.36
- ΔE to the lowest compared entry with this formula, charge and spin (eV) = 1.495
- net charge = 0
- multiplicity = 1

(2)
H17O9Y | ωB97M-V/def2-TZVPD

Last column: Mulliken charge in e.
CARTESIAN COORDINATES (ANGSTROEM)
Y -0.0827 0.0698 0.1508  1.6874
O -1.0907 0.8927 2.0640  -0.7639
H -0.4031 0.5113 2.6083  0.2389
O -2.2957 0.5388 -0.5184  -0.4317
H -3.1841 0.2043 -0.3208  0.2711
H -2.4137 1.1201 -1.2850  0.2992
O 1.8794 1.3919 0.4956  -0.5329
H 2.1075 2.1055 -0.1210  0.3028
H 2.6947 1.2143 0.9895  0.2901
O 1.1988 -0.8442 1.9896  -0.4226
H 1.8856 -1.5023 1.8080  0.2476
H 1.2096 -0.7320 2.9559  0.2954
O -0.5716 2.5419 -0.0843  -0.4440
H 0.0174 3.2914 0.0820  0.2520
H -1.4598 2.9263 -0.0696  0.2622
O 1.6850 -1.2529 -0.6097  -0.4238
H 1.9979 -2.1634 -0.4794  0.2927
H 2.3815 -0.8235 -1.1324  0.2935
O 0.4306 0.7175 -2.0945  -0.4709
H 0.1220 1.5695 -2.4483  0.3024
H 0.9009 0.2989 -2.8306  0.2589
O -0.7831 -1.6939 -1.5248  -0.4338
H -1.6680 -2.0860 -1.5185  0.2596
H -0.3253 -2.1381 -2.2514  0.2772
O -1.2129 -1.7930 1.1617  -0.4568
H -1.9826 -2.3190 0.9043  0.2503
H -1.0377 -2.0458 2.0790  0.2991

Summary:
- HOMO-LUMO gap (eV) = 8.1260
- total energy (eV) = -19736.4549
- HOMO (eV) = -14.865
- LUMO level (eV) = -6.74
- ΔE to the lowest compared entry with this formula, charge and spin (eV) = 1.073
- net charge = +2
- multiplicity = 1

(3)
H18IO9 | ωB97M-V/def2-TZVPD

Last column: Mulliken charge in e.
CARTESIAN COORDINATES (ANGSTROEM)
I 20.4131 -28.4419 -25.3694  -0.6828
O 22.5878 -25.6786 -24.0151  -0.6113
H 22.2144 -26.5580 -24.1681  0.2950
H 23.2858 -25.8301 -23.3702  0.2830
O 18.5079 -25.1712 -25.1675  -0.6583
H 18.6880 -25.2467 -24.2248  0.3228
H 19.1533 -25.7742 -25.5617  0.3008
O 23.2638 -30.6524 -25.0066  -0.6486
H 22.6482 -30.1228 -25.5382  0.2822
H 22.7093 -31.3795 -24.7020  0.3385
O 21.8078 -29.2896 -28.6689  -0.6472
H 21.2935 -29.0274 -27.8863  0.3204
H 22.2697 -30.0860 -28.3874  0.3181
O 21.5036 -25.3697 -27.3243  -0.6452
H 21.3990 -26.1339 -26.7365  0.2809
H 20.6627 -25.3126 -27.7885  0.3206
O 19.0021 -28.7613 -21.8124  -0.6549
H 19.0421 -29.1280 -22.7043  0.2897
H 19.9255 -28.5408 -21.6288  0.3651
O 18.0863 -29.7886 -27.8916  -0.5947
H 18.5628 -29.1800 -27.3042  0.2714
H 17.2005 -29.8258 -27.5186  0.2974
O 20.1595 -31.9804 -26.4684  -0.6409
H 19.9838 -32.0440 -27.4131  0.3219
H 20.1777 -31.0235 -26.3128  0.2917
O 22.0881 -28.8259 -22.0995  -0.6279
H 22.5771 -29.6472 -21.9925  0.2796
H 21.9380 -28.7658 -23.0551  0.2329

Summary:
- HOMO-LUMO gap (eV) = 9.1242
- total energy (eV) = -26824.7758
- HOMO (eV) = -6.238
- LUMO level (eV) = 2.89
- ΔE to the lowest compared entry with this formula, charge and spin (eV) = 0.000
- net charge = -1
- multiplicity = 1

(4)
H18Li5O17S2 | ωB97M-V/def2-TZVPD

Last column: Mulliken charge in e.
CARTESIAN COORDINATES (ANGSTROEM)
Li 5.3239 -6.1980 10.4018  0.6573
Li 5.6233 -0.7754 7.3196  0.8955
Li 6.3151 -4.0341 13.3183  0.5026
Li 4.4276 -0.6644 11.4122  0.7796
Li 10.6091 -3.5858 12.2805  0.8407
S 7.6366 -2.3750 9.8202  1.3728
O 7.7673 -2.6413 8.3849  -0.7566
O 8.8924 -1.9969 10.5178  -0.6666
O 6.7031 -1.2721 9.8722  -0.7500
O 7.1182 -3.5851 10.4378  -0.9030
S 5.0681 2.8157 13.9057  1.1845
O 6.4658 2.7566 14.2069  -0.5140
O 4.8297 1.9984 12.7666  -0.6061
O 4.3634 2.2662 15.0644  -0.5682
O 4.6140 4.1856 13.6938  -0.5744
O 9.4785 -5.6909 7.5911  -0.6519
H 9.1216 -4.8042 7.6425  0.3027
H 10.2430 -5.6092 7.0209  0.3215
O 9.4978 -3.3895 4.7515  -0.6008
H 9.0227 -3.0245 5.4980  0.2993
H 9.1920 -2.8809 4.0004  0.3071
O 9.5188 0.8715 12.7155  -0.6311
H 8.9490 1.4929 12.2624  0.3232
H 9.5252 0.0973 12.1527  0.3242
O 12.2841 0.1811 8.9278  -0.6131
H 12.5127 0.1678 7.9984  0.3077
H 11.3287 0.2392 8.9391  0.3112
O 6.9352 3.4495 10.2526  -0.6636
H 6.9493 4.2612 10.7598  0.3376
H 6.3034 2.8929 10.7079  0.3099
O 10.3925 -6.2866 11.0222  -0.6237
H 9.6373 -6.7219 11.4178  0.2967
H 10.1508 -6.1748 10.1028  0.3547
O 12.9618 -2.1710 12.5166  -0.5786
H 13.6790 -2.2908 13.1391  0.3033
H 13.0531 -1.2666 12.2165  0.3188
O 2.9278 -0.4284 8.7933  -0.6271
H 2.4016 -1.1102 8.3756  0.3292
H 2.5081 0.3917 8.5333  0.3415
O 6.0860 -5.7340 5.8952  -0.6499
H 6.3957 -6.6098 6.1261  0.3111
H 6.8254 -5.1586 6.0916  0.3460

Summary:
- HOMO-LUMO gap (eV) = 1.7521
- total energy (eV) = -57784.8062
- HOMO (eV) = -7.765
- LUMO level (eV) = -6.01
- net charge = +1
- multiplicity = 1

(5)
H18Mg3O25S4 | ωB97M-V/def2-TZVPD

Last column: Mulliken charge in e.
CARTESIAN COORDINATES (ANGSTROEM)
Mg -3.0130 0.7847 1.2111  0.8280
Mg -0.1657 -2.2423 -1.9494  0.7705
Mg -0.2667 2.6612 -1.0927  1.1520
S -0.0759 -0.1492 0.5177  -0.6299
O 0.8147 -0.2031 1.6807  -1.0225
O 0.1214 1.1533 -0.1251  0.6608
O 0.1722 -1.2694 -0.4018  0.1577
O -1.5097 -0.1597 0.9432  -0.8503
S -1.6052 3.7212 1.5740  1.4357
O -0.7264 3.7781 0.3854  -0.7196
O -0.8083 3.7802 2.7911  -0.6767
O -2.5573 4.8110 1.6851  -0.7188
O -2.3221 2.4044 1.5545  -0.2906
S -0.3164 -5.2509 -0.7861  1.0975
O -0.7235 -5.8194 -2.0952  -0.8067
O 0.8152 -5.9747 -0.2003  -0.7296
O 0.1036 -3.8177 -0.9706  -0.6510
O -1.5000 -5.2118 0.0871  -0.7302
S -0.4618 0.6871 -3.5016  1.6796
O 0.1272 1.7776 -2.6917  -0.7207
O -1.8873 1.0588 -3.6823  -0.8760
O 0.2212 0.5313 -4.7809  -0.7373
O -0.3476 -0.5641 -2.7381  -0.2748
O -2.2218 2.4325 -1.5543  -0.4155
H -3.1473 2.5068 -1.3203  0.1712
H -2.2155 1.9715 -2.4472  0.3554
O 2.4259 -1.2265 3.5920  -0.7037
H 1.8222 -1.8101 4.0575  0.3019
H 1.8595 -0.7479 2.9568  0.6928
O 1.6880 3.2427 -0.9614  -0.3238
H 2.3313 2.8980 -1.5845  0.1660
H 2.2038 3.7339 -0.3142  0.2479
O -4.0580 -0.9841 0.9315  -0.3317
H -3.9696 -1.5088 0.1236  0.2728
H -4.7575 -1.4191 1.4327  0.2586
O -1.6511 -2.6040 1.8955  -0.5452
H -1.7780 -2.2127 2.7656  0.2798
H -1.6123 -1.8402 1.2893  0.2453
O 1.6413 1.9860 2.9490  -0.6157
H 1.2844 1.1626 2.5710  0.4038
H 2.3504 2.2339 2.3496  0.2971
O 3.0659 0.2080 -2.0258  -0.7278
H 2.1614 0.2966 -2.3534  0.3008
H 3.4888 1.0374 -2.2607  0.2633
O 2.5346 -2.5843 -0.3053  -0.7266
H 2.1622 -1.7257 -0.1303  0.3324
H 1.7727 -3.1453 -0.5321  0.5240
O 3.1886 0.6787 0.6171  -0.7492
H 2.9518 0.4731 -0.3115  0.2771
H 2.3897 0.4605 1.1556  0.4019

Summary:
- HOMO-LUMO gap (eV) = 4.1866
- total energy (eV) = -111168.7272
- HOMO (eV) = -2.263
- LUMO level (eV) = 1.92
- net charge = -2
- multiplicity = 1

(6)
H18NO12 | ωB97M-V/def2-TZVPD

Last column: Mulliken charge in e.
CARTESIAN COORDINATES (ANGSTROEM)
N 1.0593 -0.2004 -0.0035  1.0007
O 1.7913 0.5896 -0.6205  -0.7922
O 0.2473 -0.9484 -0.6315  -0.5404
O 0.7313 0.1886 1.1355  -0.6942
O -1.7677 -3.2034 0.2685  -0.6865
H -0.8527 -3.3174 -0.0595  0.3437
H -1.7607 -2.5874 1.0205  0.3789
O -2.7847 -0.9984 -1.4635  -0.6758
H -3.6117 -1.2714 -1.1385  0.3100
H -2.2557 -1.5674 -0.9305  0.3174
O 2.5463 -2.8574 -0.8255  -0.6848
H 2.1183 -2.0024 -0.7515  0.4359
H 2.8533 -2.8634 -1.7355  0.3049
O -1.3807 1.5646 -1.3205  -0.5949
H -0.7647 1.4896 -2.0285  0.2944
H -1.7977 0.7046 -1.2375  0.3384
O -2.1327 -0.9444 1.6995  -0.6932
H -1.5997 -1.3404 2.4235  0.3525
H -1.4357 -0.9354 1.0485  0.2523
O -0.9127 1.9146 2.6655  -0.6991
H -0.8197 0.9856 2.3535  0.3152
H -0.0067 2.2896 2.6965  0.4930
O 1.2213 3.2536 -0.1215  -0.6614
H 1.1943 3.7096 -0.9405  0.2443
H 1.3483 2.3176 -0.2115  0.4381
O 1.4253 -0.1404 -3.1825  -0.6940
H 1.4263 0.1506 -2.2785  0.3570
H 0.5433 -0.4914 -3.3795  0.3004
O 1.6303 2.4846 2.6905  -0.7057
H 1.8733 2.3566 1.7735  0.3264
H 1.8733 1.6706 3.0835  0.3188

Summary:
- HOMO-LUMO gap (eV) = 9.8666
- total energy (eV) = -26351.2537
- HOMO (eV) = -6.821
- LUMO level (eV) = 3.05
- ΔE to the lowest compared entry with this formula, charge and spin (eV) = 2.194
- net charge = -1
- multiplicity = 1